ORCA calculation (the ωB97M-V functional and the def2-TZVPD basis) on C21H23Br33ClFN4O2PS as an isolated structure at a distorted geometry.

Geometry as ORCA input:
```
! wB97M-V def2-TZVPD RIJCOSX def2/J DEFGRID3
* xyz 1 1
C 0.5661 -3.4035 0.9543
P -0.2506 -2.6062 -0.6105
C -1.5631 -3.8513 -1.2646
N -1.0487 -1.0453 -0.1081
N -1.1965 -0.9758 1.2262
C -1.8382 0.2871 1.5675
Cl -2.1649 0.4796 3.4236
C -2.3062 1.5195 0.6757
S -3.0683 3.0469 1.4657
C -2.0673 1.3202 -0.9210
C -2.4713 2.4684 -2.0166
O -1.5383 2.8427 -2.9273
N -3.8328 3.1308 -2.1411
C -4.9737 2.1712 -1.8848
O -5.6588 1.6576 -2.9156
F -5.3557 1.7221 -0.4997
C -1.4034 -0.1267 -1.1796
C -1.1073 -0.5434 -2.7516
C 0.3857 -0.1601 -3.2993
N 1.5559 -0.1178 -2.5912
H -0.3102 -3.4636 1.7578
H 1.4693 -2.7344 1.3525
H 0.9177 -4.5009 0.7376
H -2.5120 -3.3449 -1.7409
H -1.0594 -4.5165 -2.1164
H -1.8830 -4.5804 -0.3945
H -2.0425 4.0003 1.7590
H -3.8964 4.0004 -1.5476
H -1.8568 0.1300 -3.3961
H -1.4540 -1.6546 -3.0182
H 0.4584 0.1548 -4.4489
H 1.3207 -0.4126 -1.6204
C 0.0424 -7.9460 0.5135
Br -0.1198 -6.8881 2.1378
Br 0.0425 -6.8302 -1.0800
Br 1.5870 -9.1271 0.5701
H -0.8459 -8.5837 0.4572
C 4.1505 -4.3169 3.2309
Br 4.2509 -3.5284 1.4555
Br 2.8580 -3.3992 4.3585
Br 3.8142 -6.2314 3.1548
H 5.1326 -4.1831 3.6962
C -3.4416 5.6971 -4.8968
Br -5.3536 6.0310 -4.7682
Br -2.4397 7.3358 -5.2055
Br -2.7721 4.7192 -3.3542
H -3.2868 5.0580 -5.7723
C 8.6370 -4.1797 4.0434
Br 7.2376 -3.8854 5.3620
Br 9.2232 -6.0343 4.0115
Br 8.1103 -3.5566 2.2774
H 9.4982 -3.5774 4.3512
C 5.8608 0.4006 1.1903
Br 7.5784 1.0861 0.5869
Br 5.1391 1.4494 2.6610
Br 4.5911 0.2383 -0.2745
H 6.0368 -0.6097 1.5742
C 0.1138 -8.9682 6.1157
Br -1.5022 -7.9009 5.9331
Br 1.5419 -8.3223 4.9635
Br 0.6856 -9.1045 7.9701
H -0.1328 -9.9815 5.7818
C -7.9032 -0.9585 -0.8521
Br -7.1184 -2.4303 -1.8530
Br -9.7975 -0.7473 -1.2411
Br -7.5704 -1.1228 1.0575
H -7.4042 -0.0428 -1.1859
C 8.9197 4.7015 2.3863
Br 7.0077 5.0354 2.5149
Br 9.9215 6.3401 2.0775
Br 9.5892 3.7236 3.9289
H 9.0745 4.0623 1.5108
C 9.5197 5.7140 7.3071
Br 7.6077 6.0479 7.4358
Br 10.5215 7.3526 6.9984
Br 10.1892 4.7361 8.8497
H 9.6745 5.0748 6.4316
C -9.2138 7.4825 -5.3187
Br -8.5561 8.3299 -6.9415
Br -9.1984 5.5423 -5.4580
Br -8.2600 8.1025 -3.7407
H -10.2591 7.7863 -5.2004
C -6.6330 3.9998 -8.2562
Br -6.7176 3.2312 -6.4712
Br -4.8479 4.6444 -8.6829
Br -7.3002 2.7689 -9.6068
H -7.2970 4.8705 -8.2612
*
```

The value obtained for the highest occupied orbital energy is -11.222 eV. The LUMO energy comes out at -5.86 eV. The value obtained for the molar mass is 3117.765 g mol⁻¹. The value obtained for the HOMO-LUMO gap is 5.4 eV.

---

ORCA calculation (the ωB97M-V functional and the def2-TZVPD basis) on a 8-piece molecular cluster, C21H23BrF8O21P overall at a distorted geometry.

Geometry as ORCA input:
```
! wB97M-V def2-TZVPD RIJCOSX def2/J DEFGRID3
* xyz 1 1
F 0.4831 2.5641 -4.4638
P -0.3028 3.8538 -4.5746
Br -2.3682 3.5048 -4.5631
H 0.0740 4.6883 -3.5459
H 0.0614 4.4203 -5.7869
C -0.2311 -0.4993 -3.4642
C -0.2194 -0.4668 -1.9482
O -0.5339 -1.7994 -1.6261
C -0.1081 -2.5984 -2.6460
O 0.0123 -3.7696 -2.5928
O 0.1652 -1.8352 -3.7419
F -1.1840 0.3598 -1.4578
H -1.2422 -0.3282 -3.8437
H 0.4620 0.2015 -3.9172
H 0.7373 -0.2051 -1.4957
C 3.4986 -4.6217 -0.4949
C 3.6469 -4.4026 0.9962
O 3.4470 -2.9988 1.1152
C 2.6910 -2.5907 0.0698
O 2.1562 -1.5292 0.0021
O 2.6111 -3.5546 -0.8615
F 4.8761 -4.7145 1.4540
H 4.4544 -4.4879 -1.0024
H 3.0685 -5.5800 -0.7601
H 2.9050 -4.9161 1.6091
C 1.1804 -9.3367 0.9703
C 0.9989 -7.8697 0.6257
O 2.2809 -7.5167 0.1440
C 2.8907 -8.6447 -0.3403
O 3.8678 -8.6358 -1.0031
O 2.2007 -9.7341 0.0499
F 0.7136 -7.1053 1.7061
H 1.5478 -9.4429 1.9915
H 0.2912 -9.9412 0.8252
H 0.2581 -7.6666 -0.1485
C 1.8704 4.1644 0.0300
C 0.8189 4.7397 0.9556
O -0.2723 4.9853 0.0368
C -0.1451 4.1423 -0.9803
O -1.0023 3.9300 -1.8047
O 1.0500 3.5530 -1.0013
F 1.1819 5.9043 1.5069
H 2.4699 4.9600 -0.4116
H 2.5110 3.4327 0.5035
H 0.4817 4.0551 1.7283
C -2.8598 2.0560 2.1352
C -3.3623 2.9192 3.2781
O -2.2207 2.9914 4.1192
C -1.1167 2.8049 3.3653
O -0.0050 3.0308 3.7162
O -1.4519 2.3394 2.1367
F -4.3757 2.3444 3.9513
H -3.0143 1.0014 2.3634
H -3.2875 2.2984 1.1678
H -3.6568 3.9314 2.9973
C 3.4164 2.2041 5.4209
C 3.2563 3.6551 5.8374
O 3.6241 4.3485 4.6531
C 3.4053 3.5329 3.5999
O 3.3944 3.8862 2.4625
O 3.1814 2.2748 4.0099
F 4.0915 4.0065 6.8347
H 4.4382 1.8693 5.6019
H 2.7080 1.5254 5.8835
H 2.2407 3.9443 6.1095
C -5.3726 1.5418 -4.1406
C -6.3926 0.7859 -3.3077
O -7.3099 1.8051 -2.9743
C -7.2412 2.7947 -3.9088
O -8.0105 3.6763 -4.0353
O -6.1429 2.5970 -4.6981
F -5.8524 0.2791 -2.1784
H -4.6062 1.9569 -3.4804
H -4.9181 0.9434 -4.9260
H -6.9140 -0.0120 -3.8376
*
```

The value obtained for the highest occupied orbital energy is -13.137 eV. The LUMO energy comes out at -4.23 eV. The value obtained for the molar mass is 874.256 g mol⁻¹. The value obtained for the HOMO-LUMO gap is 8.9 eV. As for the energy relative to the best compared isomer or geometry (same formula, charge and spin): 0.0 kJ/mol.

---

ORCA calculation (the ωB97M-V functional and the def2-TZVPD basis) on C21H23BrInN4O3S as an isolated structure at a distorted geometry.

Geometry as ORCA input:
```
! wB97M-V def2-TZVPD RIJCOSX def2/J DEFGRID3
* xyz 1 1
In -0.2599 -0.3342 -0.2921
N 1.6056 -1.0228 -1.7549
C 0.7983 -1.7719 -2.7734
C -0.1642 -0.8081 -3.4548
N -0.9405 -0.0948 -2.4483
C -2.4095 0.0454 -2.6037
C -3.1525 -0.2379 -1.3619
N -2.5004 0.2481 -0.1344
H 2.1586 -0.2709 -2.1233
H 2.2884 -1.6140 -1.2794
H 0.2529 -2.5182 -2.1995
H 1.3830 -2.2693 -3.4864
H -0.8559 -1.3187 -4.1255
H 0.3956 -0.0392 -4.0241
H -0.5360 0.8148 -2.5152
H -2.7730 -0.5776 -3.3632
H -2.6952 1.0274 -2.9390
H -3.2107 -1.3237 -1.1879
H -4.1747 0.1597 -1.4645
H -2.8873 -0.2532 0.6380
H -2.6380 1.2378 0.0706
Br 2.2654 -0.3273 1.7216
C 1.4902 -1.8626 2.6293
C 2.1184 -2.3004 3.7781
C 1.6658 -3.4679 4.4332
C 0.5687 -4.0969 3.9605
C -0.0601 -3.7645 2.7468
C -1.1579 -4.4949 2.2768
C -1.7338 -4.2191 1.0743
C -1.2908 -3.0602 0.3905
C -0.3204 -2.1756 0.8253
C 0.3720 -2.5576 2.0362
H 2.9970 -1.7381 4.0884
H 2.1228 -3.8930 5.3135
H 0.2170 -4.9905 4.4495
H -1.4127 -5.4298 2.7799
H -2.5096 -4.8285 0.6536
H -1.7058 -2.9112 -0.6068
O 2.6837 1.7583 -1.2706
S 1.3859 2.3662 -1.2879
O 0.6806 2.4410 -2.5602
N 0.4468 1.6257 -0.1750
C -0.0525 2.4721 0.7928
O -0.8591 2.0516 1.6203
C 0.5054 3.8639 0.6031
C 0.3894 4.9660 1.4116
C 0.9799 6.1408 0.9862
C 1.7360 6.2194 -0.1906
C 1.9753 5.0705 -0.9312
C 1.3042 3.9170 -0.5089
H -0.1859 4.9091 2.3305
H 0.8415 6.9995 1.5949
H 2.1987 7.1455 -0.3953
H 2.6595 5.0928 -1.7477
*
```

The value obtained for the highest occupied orbital energy is -10.849 eV. The LUMO energy comes out at -2.49 eV. The value obtained for the molar mass is 606.229 g mol⁻¹. The value obtained for the HOMO-LUMO gap is 8.4 eV. As for the energy relative to the best compared isomer or geometry (same formula, charge and spin): 0.0 kJ/mol.